# C3H7ClFN4

A molecular structure, C3H7ClFN4 at a distorted geometry (the ωB97M-V functional and the def2-TZVPD basis, the OMol25 dataset).

Structure (XYZ):
```
16
Properties=species:S:1:pos:R:3:nbo_charge:R:1
C -0.3475 -0.0758 0.7847 0.40
H -1.1977 0.1211 -1.0638 0.20
C -0.2023 -0.2281 -0.7339 0.08
N -0.8027 1.1170 1.2883 -0.76
H -1.0556 1.1482 2.2645 0.41
H -0.8410 1.8779 0.5964 0.46
C 0.5814 -0.8415 1.6346 0.27
N 1.2301 -1.5180 2.3086 -0.32
N 0.0217 -1.6234 -1.0478 -0.89
H 1.0054 -1.8574 -0.9437 0.39
H -0.7085 -1.9505 -1.6757 0.39
N 0.7596 0.5857 -1.4247 -0.90
H 0.5481 0.5037 -2.4241 0.38
H 1.5726 0.8892 -0.8913 0.43
Cl 1.2018 2.9971 0.4724 -0.96
F -1.7656 -1.1453 0.8555 -0.57
```

Computed properties:
**Net charge**: -1
**Energy**: -897.60797 a.u.
**Multiplicity**: 1
**Strongest force on any atom**: 2.8 eV/A
**Frontier orbital gap**: 7.879 eV

# C3H7ClN

A gas-phase ion, C3H7ClN (charge +1) at a distorted geometry (the ωB97M-V functional and the def2-TZVPD basis, the OMol25 dataset).

Structure (XYZ):
```
12
Properties=species:S:1:pos:R:3:nbo_charge:R:1
C -1.5804 -0.6908 0.1690 0.19
C 0.5178 -0.8909 -0.8620 -0.43
C -0.5195 1.3635 -0.1799 -0.45
N -0.6071 -0.0684 -0.3465 -0.27
Cl -3.1070 -0.0008 0.5345 0.18
H -1.4132 -1.9100 0.0442 0.27
H 0.9990 -0.4657 -1.7051 0.25
H 0.2214 -1.9009 -1.2641 0.25
H 1.2599 -0.9724 -0.0507 0.25
H -1.1717 1.8091 -0.9418 0.25
H 0.4739 1.7836 -0.2725 0.26
H -0.8807 1.6425 0.8078 0.25
```

Computed properties:
**Net charge**: +1
**Energy**: -633.14870 a.u.
**Multiplicity**: 1
**Strongest force on any atom**: 4.6 eV/A
**Frontier orbital gap**: 11.218 eV
**ΔE to the lowest compared entry with this formula, charge and spin**: 19.2 kcal/mol

# C3H7ClN2O

A molecular structure, C3H7ClN2O at a distorted geometry (the ωB97M-V functional and the def2-TZVPD basis, the OMol25 dataset).

Structure (XYZ):
```
14
Properties=species:S:1:pos:R:3:nbo_charge:R:1
C -1.8297 0.1467 -0.9283 -0.09
C -0.9417 0.3292 0.2746 -0.02
C 0.4110 -0.2848 0.3821 0.30
N 1.0181 -0.4565 1.5958 -0.86
N 1.5332 0.7752 -0.6857 -0.87
O -2.1148 -0.4469 0.3769 -0.46
Cl 0.4745 -1.9274 -0.3403 -0.06
H -2.3207 0.9636 -1.2348 0.18
H -1.4975 -0.5492 -1.6341 0.19
H -1.0640 1.4149 0.5333 0.21
H 0.9010 0.2043 2.3710 0.41
H 1.9404 -0.9789 1.4463 0.40
H 2.3593 0.2620 -0.5165 0.33
H 1.1309 0.5478 -1.6402 0.34
```

Computed properties:
**Energy**: -763.34009 a.u.
**Multiplicity**: 1
**Strongest force on any atom**: 5.2 eV/A
**Frontier orbital gap**: 10.099 eV
**ΔE to the lowest compared entry with this formula, charge and spin**: 61.0 kcal/mol

# C3H7ClN4

C3H7ClN4 in the gas phase at a distorted geometry (the ωB97M-V functional and the def2-TZVPD basis, the OMol25 dataset).

Structure (XYZ):
```
15
Properties=species:S:1:pos:R:3:nbo_charge:R:1
C 0.5083 0.1201 -0.3825 0.28
C -0.5377 0.4097 0.6460 -0.32
C -1.6245 -0.4171 0.7196 -0.23
H 1.5745 -0.7843 1.4850 0.34
H 1.7084 0.8289 2.0517 0.35
H 2.3702 0.1497 -0.6236 0.37
H -0.2908 1.2523 1.3888 0.24
H -1.8895 -1.3900 0.2194 0.25
H -0.6989 -0.2490 -3.0901 0.36
H -1.4610 0.0998 -1.7252 0.34
N 2.0645 0.1651 1.3846 -0.65
N 1.7398 0.5887 0.0656 -0.46
N 0.3551 -0.1913 -1.5936 -0.28
N -0.8074 -0.4712 -2.1779 -0.61
Cl -3.0111 -0.1113 1.6322 0.02
```

Computed properties:
**Energy**: -797.60476 a.u.
**Multiplicity**: 1
**Strongest force on any atom**: 3.6 eV/A
**Frontier orbital gap**: 8.825 eV
**ΔE to the lowest compared entry with this formula, charge and spin**: 85.3 kcal/mol